# 1
{
  "formula": "C14H16",
  "method": "ωB97M-V/def2-TZVPD",
  "smiles": "Cc1ccccc1.Cc1ccccc1",
  "e_tot_ha": -542.99341,
  "relative_energy_kcal_mol": 49.9,
  "gap_ev": 9.879,
  "homo_energy_ev": -8.9,
  "multiplicity": 1,
  "species": ["C", "H", "C", "H", "C", "H", "C", "C", "C", "H", "C", "H", "H", "H", "H", "C", "H", "H", "C", "H", "C", "C", "H", "H", "H", "C", "H", "H", "C", "C"],
  "coordinates": [[1.51288, -1.68417, 1.27087], [-1.05219, 3.47942, 2.14828], [-1.25657, 3.71309, -1.07284], [-0.78492, 5.30940, -2.55252], [1.18224, -3.89570, -0.30622], [2.96540, -3.36210, -1.30232], [-0.82274, 3.20010, 1.15675], [-0.07003, 2.08569, 0.77293], [2.21532, -2.96922, -0.63636], [0.29465, 0.71993, -0.81905], [-0.62693, 2.57191, -1.50811], [-0.40932, -2.29484, 2.09122], [-0.11400, -5.79977, 1.06120], [0.42151, 1.35701, 1.41935], [-0.68003, -4.79922, 2.25869], [-1.59759, 4.64527, -2.24272], [-2.36635, 5.44396, -1.90905], [-1.96113, 4.07957, -3.17383], [-0.04401, 1.77274, -0.59596], [3.40593, -1.40047, 0.18316], [0.34282, -2.50285, 1.35497], [-0.60174, -4.84133, 1.23405], [-0.33154, 2.54087, -2.61516], [-1.51020, -4.84875, 0.72692], [-2.06967, 4.90811, 0.59382], [0.22734, -3.68479, 0.70130], [1.71225, -0.93855, 2.07363], [1.17016, -4.83114, -0.80829], [-1.51777, 3.91963, 0.24382], [2.36622, -1.89380, 0.25150]],
  "mulliken_charge": [-0.533, 0.370, 0.948, 0.287, -0.291, 0.345, -0.414, -0.331, -0.753, 0.271, -0.512, 0.382, 0.384, 0.304, 0.439, -1.277, 0.322, 0.311, -0.217, 0.251, -0.176, -1.465, 0.199, 0.329, 0.192, 0.436, 0.421, 0.369, -0.447, -0.142]
}


# 2
{
  "formula": "C14H16",
  "method": "ωB97M-V/def2-TZVPD",
  "smiles": "Cc1ccccc1.Cc1ccccc1",
  "e_tot_ha": -542.97573,
  "relative_energy_kcal_mol": 61.0,
  "gap_ev": 9.723,
  "homo_energy_ev": -8.8,
  "multiplicity": 1,
  "species": ["C", "H", "H", "C", "C", "H", "H", "H", "C", "C", "H", "C", "H", "H", "H", "H", "H", "H", "H", "C", "C", "C", "H", "C", "C", "C", "H", "H", "C", "C"],
  "coordinates": [[-1.71492, -0.90611, 2.01491], [1.47889, 0.21058, 0.42116], [1.21885, -1.80048, -1.12500], [1.21605, -0.51837, -2.86842], [0.42738, -1.37183, 3.08964], [1.12068, 2.85726, -2.71856], [-0.60307, 0.43211, -5.02947], [-0.09911, 1.96669, -4.99437], [1.05937, 1.60631, -1.12462], [-0.45437, 0.90673, 3.09683], [-3.05437, -2.35373, 1.43478], [1.23680, 0.30447, -0.58876], [-2.72791, -1.09421, 0.06552], [1.06765, -1.35492, -3.51581], [-3.84558, -0.74322, 1.39867], [1.03624, 0.69899, -5.60646], [1.33040, 0.36477, 4.08094], [-0.52497, -2.66491, 1.63234], [1.39652, 2.43552, -0.40729], [1.22423, -0.77603, -1.41971], [0.46273, -0.03914, 3.62308], [-0.54058, -1.80428, 2.20765], [-2.24709, 1.04843, 2.29283], [-1.55277, 0.38531, 2.34822], [1.00877, 1.80736, -2.47270], [-2.92230, -1.26552, 1.15023], [1.30367, -2.01837, 3.42407], [-0.35419, 1.95333, 3.17348], [0.29333, 0.96544, -4.78311], [0.84020, 0.71603, -3.36103]],
  "mulliken_charge": [0.760, 0.501, 0.414, -0.624, -0.331, 0.328, 0.341, 0.358, -0.461, -0.509, 0.350, -0.274, 0.225, 0.327, 0.350, 0.282, 0.400, 0.551, 0.234, -0.394, -0.581, -0.487, 0.621, -0.830, -0.382, -1.221, 0.256, 0.447, -1.286, 0.635]
}


# 3
{
  "formula": "C14H16",
  "method": "ωB97M-V/def2-TZVPD",
  "smiles": "Cc1ccccc1.Cc1ccccc1",
  "e_tot_ha": -542.96388,
  "relative_energy_kcal_mol": 68.4,
  "gap_ev": 9.595,
  "homo_energy_ev": -8.7,
  "multiplicity": 1,
  "species": ["H", "H", "C", "H", "C", "H", "C", "C", "H", "C", "H", "H", "C", "H", "H", "C", "C", "H", "C", "C", "H", "H", "C", "H", "C", "H", "C", "C", "H", "H"],
  "coordinates": [[4.75944, 1.53698, 0.02591], [2.22709, -2.49256, -2.32505], [3.93158, 0.85982, 0.02785], [2.16447, -0.96580, 2.22787], [2.05532, -1.42255, -2.45902], [-3.89719, -2.29324, -0.66149], [-3.28809, -0.40757, 0.06100], [-3.93672, 0.46314, 1.00749], [-3.56611, 2.12800, 2.23608], [2.46780, -0.73933, -1.11957], [0.98545, -1.57367, -0.02191], [-4.20806, -1.15652, -1.72302], [2.48600, -0.53849, 1.30711], [-1.21021, 2.40117, 1.47189], [3.70014, 1.23871, 2.07029], [-1.07075, 0.89752, 0.17914], [-1.78847, 1.63150, 1.16671], [1.03411, -1.43648, -2.67924], [-1.98726, 0.00703, -0.36551], [-3.14635, 1.47301, 1.52377], [-1.63614, -0.66703, -1.17734], [-5.07229, -1.23294, -0.29180], [2.03059, -1.02309, 0.11261], [4.06648, 0.37225, -2.05105], [-4.10563, -1.30198, -0.72691], [2.69227, -1.03776, -3.25940], [3.47207, 0.27261, -1.17784], [3.38266, 0.51243, 1.27588], [-5.00108, 0.11121, 1.30815], [-0.05492, 0.96329, -0.02623]],
  "mulliken_charge": [0.363, 0.322, -0.518, 0.423, -1.318, 0.423, 0.812, -0.239, 0.382, 0.916, 0.165, 0.411, -0.625, 0.451, 0.328, -0.644, -0.480, 0.304, -0.193, -0.760, 0.259, 0.394, -0.046, 0.306, -1.667, 0.337, -0.598, -0.348, 0.179, 0.662]
}


# 4
{
  "formula": "C14H16AlN8O2S",
  "method": "ωB97M-V/def2-TZVPD",
  "e_tot_ha": -1772.32708,
  "charge": 1,
  "gap_ev": 7.775,
  "homo_energy_ev": -10.8,
  "multiplicity": 1,
  "species": ["N", "H", "H", "C", "N", "C", "N", "N", "C", "O", "C", "H", "S", "O", "C", "C", "H", "H", "C", "N", "H", "N", "C", "C", "C", "H", "H", "H", "N", "H", "C", "H", "C", "H", "C", "H", "N", "Al", "H", "H", "C", "H"],
  "coordinates": [[-0.22189, 5.21309, 0.95503], [-4.26594, -1.90172, 1.33218], [0.09569, 1.88645, -2.10018], [0.00102, -2.91272, -2.33125], [2.11675, -0.07231, -1.44608], [0.06446, 2.90213, 1.53091], [-2.23343, -1.94568, 1.99953], [0.83190, -1.93669, 3.05999], [3.19343, 0.02862, -1.95297], [0.47610, -2.41100, -1.23736], [0.14500, 1.60060, 1.10765], [2.85218, -1.94184, 3.75386], [4.58648, 0.20652, -2.62438], [-0.03856, -4.07641, -2.61857], [0.27789, -1.62669, 1.86918], [-0.07566, 3.93362, 0.58603], [0.05333, 0.09613, -3.20006], [3.32764, -1.12179, 1.15887], [2.18143, -1.76697, 2.93814], [-1.31461, -1.07435, 0.21000], [0.04634, -1.87436, -4.19645], [0.11709, 1.22184, -0.17023], [-3.23894, -1.69641, 1.11414], [2.40668, -1.35019, 1.65494], [-1.07730, -1.56976, 1.41614], [-0.10990, 4.27176, -1.54419], [-0.15737, 5.47363, 1.92353], [-2.34819, -2.38135, 2.90025], [1.22030, -1.25582, 1.01544], [0.25229, 0.81281, 1.83263], [-2.64952, -1.15845, 0.00472], [0.12269, 3.13569, 2.58140], [0.04314, 2.20195, -1.07287], [0.36809, -2.22715, 3.90599], [-0.56466, -1.84377, -3.29319], [-1.57366, -2.15011, -3.56767], [-0.53400, -0.52104, -2.64416], [0.53254, -0.70463, -0.80157], [-1.46238, -0.10262, -2.64508], [-3.10918, -0.83760, -0.90887], [-0.06077, 3.53325, -0.76159], [-0.27649, 5.94336, 0.26615]],
  "mulliken_charge": [-0.447, 0.432, 0.333, 0.581, -0.617, -0.954, -0.092, -0.108, 0.984, -0.440, -0.060, 0.425, -0.415, -0.644, 0.275, 1.199, 0.336, 0.531, -0.713, 0.292, 0.296, 0.101, -0.731, -0.405, 0.286, 0.359, 0.200, 0.186, 0.210, 0.247, -0.439, 0.367, -0.338, 0.174, -0.616, 0.310, -0.386, 0.258, 0.279, 0.422, -0.879, 0.201]
}


- Which value of multiplicity does entry 4 give?
  1


- What is the formula in the third record?
  C14H16


- What is the multiplicity in the fourth record?
  1


- Look up the multiplicity of the fourth one.
  1